Below is a 5-piece molecular cluster, C22H30BrFIN8O overall at a distorted geometry, with properties calculated with ωB97M-V with the def2-TZVPD basis set.

Spin multiplicity: 1
Charge: +1
HOMO energy, Ha: -0.4393

Structure (XYZ):
```
64
Properties=species:S:1:pos:R:3:forces:R:3
C -1.3008 -2.3763 0.1389 0.22 -0.23 0.24
C -1.4966 -2.4448 1.3239 0.84 0.63 0.31
C -1.4001 -2.3585 2.8016 -0.95 0.09 0.21
C -2.4623 -1.4100 3.4563 -0.61 -0.27 -1.12
C -2.8102 -0.1732 2.5701 0.63 -0.64 1.50
N -1.5788 0.5210 2.1033 -0.88 -0.72 0.14
Br -0.3488 0.8385 3.4416 -0.01 0.13 -0.24
C -1.4745 0.8453 0.8191 1.26 0.56 -0.83
N -2.4083 0.6454 -0.1001 -1.96 -0.54 -0.09
C -1.9991 1.1222 -1.2771 0.68 -0.31 2.63
C -2.7696 1.0806 -2.5557 -0.54 -0.56 0.29
C -2.4831 -0.2527 -3.3126 -0.41 0.35 0.33
O -1.7297 -0.3548 -4.2062 0.31 0.00 -0.27
I -3.6479 -1.9456 -2.6146 0.14 0.35 -0.12
N -0.7797 1.6082 -1.0652 -0.95 1.20 -4.03
C -0.0538 2.2315 -2.1813 3.01 -0.32 1.12
C 0.8392 1.1834 -2.8573 -0.31 -0.22 0.08
C 1.6616 1.4898 -3.8405 0.47 0.37 -0.29
N -0.3991 1.4408 0.2072 0.36 -0.05 0.16
C 0.9248 1.8768 0.6228 0.54 0.57 1.43
C 0.8150 3.2264 1.3840 -0.46 0.04 -1.09
F 1.9682 3.4506 2.0819 -0.04 -0.14 0.22
H -0.9876 -2.3804 -0.8804 -0.34 -0.07 0.02
H -1.5821 -3.3676 3.1858 0.25 0.20 0.18
H -0.3967 -2.0414 3.1049 -0.10 -0.22 -0.26
H -3.3981 -1.9905 3.4914 0.15 0.28 0.13
H -2.2346 -1.1384 4.4872 0.33 -0.13 -0.25
H -3.4063 -0.5466 1.7388 0.25 0.62 -0.19
H -3.3293 0.5535 3.2076 -0.32 -0.21 -0.41
H -2.6022 1.9515 -3.1940 0.24 -0.32 -0.02
H -3.8330 1.0518 -2.2904 0.27 0.10 0.09
H -0.6956 2.7663 -2.8768 -0.33 -0.36 0.29
H 0.6449 2.9818 -1.7754 -0.53 0.10 -0.05
H 0.8455 0.1490 -2.5014 -0.89 0.15 -0.24
H 2.0611 0.7340 -4.5135 0.41 0.06 0.56
H 2.0075 2.5099 -4.0017 -0.71 -0.07 -0.50
H 1.3708 1.1000 1.2522 -0.19 0.23 -0.02
H 1.6352 2.0425 -0.1907 -0.57 -0.43 -0.32
H 0.7049 4.0288 0.6362 0.07 -0.11 0.20
H -0.0820 3.2670 2.0129 0.43 -0.13 0.23
C 5.5893 3.9417 -3.7355 0.27 0.19 0.25
C 4.6543 3.2689 -4.6248 0.09 0.04 -0.01
N 3.9157 2.7401 -5.3255 0.19 0.07 -0.12
H 5.7150 4.9873 -4.0140 -0.11 -0.04 -0.11
H 5.2414 3.9148 -2.7034 -0.13 -0.07 -0.07
H 6.5713 3.4709 -3.7663 -0.07 -0.10 -0.11
C -1.0046 -5.0743 6.5073 -0.03 -0.18 0.09
C -0.9632 -3.6424 6.2416 0.01 -0.06 0.11
N -0.9334 -2.5140 6.0331 0.05 -0.01 -0.04
H -1.6965 -5.5836 5.8410 -0.03 0.13 -0.03
H -0.0260 -5.5314 6.3744 0.04 0.15 -0.03
H -1.3251 -5.2787 7.5280 -0.01 0.14 0.00
C 0.5864 -8.4199 3.9686 0.28 -0.08 -0.28
C -0.4148 -8.1879 5.0002 0.03 -0.11 -0.06
N -1.2047 -8.0056 5.8123 0.04 -0.06 -0.05
H 0.1657 -8.9698 3.1276 -0.13 0.00 0.09
H 0.9829 -7.4804 3.5841 -0.10 0.06 0.10
H 1.4244 -8.9985 4.3556 -0.09 0.00 0.13
C 1.4319 5.6781 -6.8038 -0.02 0.08 -0.43
C 1.6026 5.3660 -5.3934 0.01 0.00 -0.03
N 1.7407 5.1160 -4.2821 -0.08 -0.03 0.08
H 1.9429 4.9486 -7.4317 0.05 -0.08 0.17
H 0.3791 5.6768 -7.0839 -0.02 -0.03 0.16
H 1.8360 6.6613 -7.0420 0.03 0.00 0.16
```
Forces are in eV/Å.

Atom charges from the Löwdin analysis, given in e for atoms 1 to 5: atom 1 (C): 0.06, atom 2 (C): -0.13, atom 3 (C): -0.22, atom 4 (C): -0.22, atom 5 (C): -0.20

---

Below is C9H12N2O as an isolated structure at a distorted geometry, with properties calculated with ωB97M-V with the def2-TZVPD basis set.

Spin multiplicity: 1
Energy above the lowest of the compared OMol25 structures with the same formula, charge and spin, kJ/mol: 640.4
HOMO energy, Ha: -0.3171

Structure (XYZ):
```
24
Properties=species:S:1:pos:R:3:forces:R:3
C 1.3670 -2.4961 -0.3319 3.51 2.35 -2.05
C 0.8652 -1.2132 -1.3287 0.37 -1.42 0.50
C 1.3140 0.0486 -0.5162 2.54 -2.24 0.90
C 1.5221 -0.4225 0.9623 -1.14 -4.11 2.13
C -0.5911 1.2328 -0.1163 -1.71 -0.28 0.73
C -1.1934 2.4443 -0.2323 -3.38 -0.43 2.46
C -2.4713 2.5917 0.4921 2.99 -4.22 -1.75
C -3.0931 1.4233 1.0017 0.09 3.11 0.45
C -1.4084 0.1447 0.3750 2.94 -4.56 -4.11
H 0.5707 -3.0785 0.0909 -0.10 -0.33 0.33
H 2.2999 -3.1308 -0.9180 -3.46 1.25 1.46
H -0.1938 -1.1595 -1.7742 1.82 -0.34 0.71
H 1.6282 -1.3493 -2.0919 -0.58 0.34 -0.65
H 2.2680 0.4149 -1.0070 -0.22 -1.14 1.15
H 1.9345 0.2429 1.8209 -0.10 -0.97 -2.13
H 0.5653 -1.0519 1.6382 1.99 2.66 -2.44
H 3.1670 -1.4642 0.0060 -3.12 -0.90 2.62
H -0.7138 3.1592 -0.8334 0.37 1.24 -0.38
H -3.0370 3.4201 0.3501 -1.42 2.67 0.17
H -3.9761 1.6996 1.6268 0.35 -1.29 -0.75
H -1.1165 -1.1066 -0.1650 -0.66 4.09 2.45
N 2.2274 -1.7339 0.6830 2.93 0.79 -2.09
N -2.6057 0.1896 0.8137 -1.33 1.05 1.35
O 0.6709 1.1948 -0.5458 -2.69 2.69 -1.06
```
Forces are in eV/Å.

Atom charges from the Löwdin analysis, given in e for atoms 1 to 5: atom 1 (C): -0.17, atom 2 (C): -0.11, atom 3 (C): -0.42, atom 4 (C): -0.16, atom 5 (C): -0.28

---

Below is C28H42AsF6O21 as an isolated structure at a distorted geometry, with properties calculated with ωB97M-V with the def2-TZVPD basis set.

Spin multiplicity: 1
Energy above the lowest of the compared OMol25 structures with the same formula, charge and spin, kJ/mol: 0.0
Charge: -1
HOMO energy, Ha: -0.3215

Structure (XYZ):
```
98
Properties=species:S:1:pos:R:3:forces:R:3
As -0.6735 -0.5204 -0.2333 0.51 0.23 -0.22
F -2.1775 -1.1565 0.4538 0.62 0.53 -0.16
F -1.5250 0.7487 -1.0705 -0.19 0.35 0.41
F 0.8295 -0.0354 -0.9761 -0.49 0.14 0.35
F 0.2000 -1.7739 0.6038 -0.36 -0.02 -0.22
F -0.9959 -1.4531 -1.6756 0.20 -0.66 0.31
F -0.3875 0.5515 1.1267 -0.39 -0.29 -0.35
C 5.2838 -3.3199 2.4500 0.06 -0.15 -0.29
C 4.1057 -2.6883 1.6964 0.31 -1.55 -0.04
C 3.0978 -1.9067 2.5257 2.15 -0.46 1.57
O 2.8786 -0.7679 1.7463 -2.57 0.97 0.07
C 3.6181 -0.7247 0.6445 1.56 -0.48 0.57
O 3.5919 0.1149 -0.1946 -0.14 0.02 -0.03
O 4.5521 -1.7142 0.7486 -0.10 0.06 -0.71
H 6.1576 -3.3515 1.7953 0.13 0.74 0.15
H 5.1896 -4.3932 2.6326 -0.82 0.13 0.21
H 5.4506 -2.8258 3.4055 0.42 0.10 -0.12
H 3.6608 -3.5190 1.1413 -0.40 0.31 -0.15
H 3.6115 -1.5704 3.4394 0.07 0.18 -0.12
H 2.2884 -2.4901 2.9636 -0.73 0.31 -1.06
C 0.5394 4.2788 0.5695 0.25 0.99 0.27
C 1.6104 3.6258 1.4011 0.26 0.75 -0.85
C 2.9621 3.6231 0.6610 -0.29 -0.78 0.99
O 3.9023 4.1045 1.6316 0.44 0.25 0.00
C 3.2668 4.5274 2.7208 -0.79 -0.22 0.35
O 3.7491 4.8887 3.7471 0.30 0.23 -0.25
O 1.9233 4.4560 2.5223 -0.44 -0.29 0.64
H 0.4373 3.7188 -0.3598 -0.72 -0.21 0.23
H 0.8048 5.3021 0.2807 0.36 -0.08 0.04
H -0.3237 4.4237 1.2211 -0.48 -0.54 -0.57
H 1.1883 2.6543 1.6730 0.68 -0.10 0.48
H 2.8688 4.3475 -0.1461 0.57 -0.41 -0.37
H 3.3059 2.6057 0.4793 -0.17 0.20 -1.02
C 1.7230 0.2048 -4.0678 0.16 0.65 -0.19
C 2.9215 1.0336 -4.4529 0.89 0.24 -1.18
C 3.0610 2.4503 -3.9265 0.17 0.42 0.00
O 4.4028 2.5317 -3.4216 -0.19 -0.55 0.45
C 4.9099 1.2614 -3.3283 0.11 0.04 -0.30
O 5.9130 0.9389 -2.7835 0.11 0.49 0.06
O 4.1490 0.4114 -4.0307 -0.45 -0.43 0.56
H 1.9141 -0.1367 -3.0520 -0.29 -0.58 -0.15
H 1.5819 -0.5345 -4.8536 0.05 -0.57 0.54
H 0.7963 0.7828 -4.0470 0.14 0.26 0.02
H 3.0900 1.1082 -5.5329 -0.65 -0.21 -0.07
H 2.3344 2.7099 -3.1553 0.13 -0.04 0.13
H 2.9951 3.1437 -4.7633 -0.18 0.22 0.20
C -3.4491 -2.7786 -2.9900 -0.54 -0.41 1.61
C -3.7282 -1.2703 -3.0510 0.22 -2.08 0.75
C -2.8782 -0.6089 -4.1067 0.43 0.54 1.48
O -3.7699 -0.5068 -5.1933 -0.04 0.61 -0.44
C -5.0483 -0.5300 -4.7148 -0.47 -0.75 -0.50
O -6.0212 -0.2398 -5.3337 0.38 0.11 -0.04
O -5.0652 -1.0685 -3.4837 -0.25 0.72 -0.21
H -4.1818 -3.2676 -2.3347 -0.44 0.22 -0.34
H -2.5626 -2.9815 -2.3863 0.46 0.29 -0.64
H -3.4553 -3.3304 -3.9282 0.17 0.37 -0.21
H -3.6668 -0.8606 -2.0422 0.35 0.12 -0.18
H -1.9846 -1.2039 -4.2834 -0.18 -0.01 -0.58
H -2.5455 0.3560 -3.7019 -0.10 0.19 -0.65
C -3.1387 3.9098 -0.7539 -0.25 -0.84 0.61
C -3.9788 2.7235 -1.2270 -1.82 2.01 -0.41
C -5.2044 2.3306 -0.3586 1.35 -0.21 -1.05
O -6.2064 2.0175 -1.3571 0.04 -0.40 0.94
C -5.9016 2.6898 -2.4725 0.22 0.25 -0.21
O -6.5016 2.6611 -3.4938 -0.47 0.04 -0.16
O -4.7997 3.4180 -2.2423 0.94 -0.55 -1.22
H -3.8041 4.7694 -0.6738 -0.18 -0.16 0.39
H -2.4074 4.2495 -1.4834 0.35 -0.58 0.08
H -2.7250 3.6429 0.2195 0.47 0.39 -0.11
H -3.4769 1.8549 -1.6468 0.23 0.18 -0.09
H -5.4478 3.2601 0.1513 -0.51 -0.43 0.65
H -5.0077 1.4150 0.1885 -0.33 0.28 0.60
C -0.3625 2.1281 4.3776 -1.05 0.45 -1.28
C -0.5431 0.7681 5.0024 1.05 0.62 0.12
C 0.0556 -0.4309 4.2311 -0.12 1.10 0.40
O 0.8525 -1.1014 5.2305 -0.52 -1.33 -1.01
C 0.8611 -0.4319 6.3598 0.28 1.83 1.07
O 1.3588 -0.7424 7.3998 -0.04 -0.43 -0.44
O 0.2999 0.8002 6.1673 -0.62 -0.70 0.62
H 0.6840 2.4011 4.2618 0.02 -0.04 0.15
H -0.9258 2.9221 4.8711 0.40 -0.15 0.70
H -0.8442 2.1880 3.3926 0.31 -0.49 -0.19
H -1.5843 0.6105 5.2942 0.09 -0.17 0.09
H 0.7289 -0.0738 3.4550 -0.12 -0.27 -0.26
H -0.7582 -1.0457 3.8590 0.40 -0.44 -0.15
C -0.8892 -5.9209 -0.3945 -0.76 0.35 0.44
C -0.6172 -4.5484 0.2612 -0.18 -1.30 -0.64
C -1.3969 -4.2899 1.5550 0.20 1.38 -0.84
O -0.4494 -4.4924 2.5779 0.72 -0.60 1.20
C 0.7787 -4.6912 2.0699 -0.35 -0.88 -0.89
O 1.7523 -5.0561 2.6573 -0.11 0.63 0.38
O 0.7302 -4.5566 0.7325 0.63 0.11 -0.17
H -1.9574 -6.1335 -0.5120 -0.12 0.43 0.17
H -0.5397 -6.7014 0.2829 0.41 -0.14 -0.38
H -0.5168 -5.9600 -1.4160 0.60 -0.23 0.24
H -0.6965 -3.7891 -0.5124 -0.14 0.34 0.39
H -2.2463 -4.9550 1.7020 -0.03 0.23 0.02
H -1.6010 -3.2148 1.5844 -0.81 -0.34 0.01
```
Forces are in eV/Å.

Atom charges from the Löwdin analysis, given in e for atoms 1 to 5: atom 1 (As): 0.79, atom 2 (F): -0.27, atom 3 (F): -0.26, atom 4 (F): -0.24, atom 5 (F): -0.22

---

Below is a 11-piece molecular cluster, C22H33N11 overall at a distorted geometry, with properties calculated with ωB97M-V with the def2-TZVPD basis set.

Spin multiplicity: 1
Energy above the lowest of the compared OMol25 structures with the same formula, charge and spin, kJ/mol: 9.4
HOMO energy, Ha: -0.4268

Structure (XYZ):
```
66
Properties=species:S:1:pos:R:3:forces:R:3
C 5.5809 15.9129 21.5636 -0.48 0.68 0.12
C 4.9662 16.6905 20.4874 0.48 -0.69 0.64
N 4.4570 17.2431 19.6298 -0.36 0.63 -0.71
H 5.4370 14.8584 21.3590 0.21 -0.12 0.06
H 5.0654 16.1597 22.4929 0.01 -0.21 -0.01
H 6.6189 16.2065 21.6876 0.14 -0.25 -0.14
C -3.2492 16.2002 19.9283 -0.08 -0.27 0.54
C -2.1922 16.5061 20.8861 0.00 0.15 -0.31
N -1.3609 16.6327 21.6663 0.16 0.17 0.08
H -3.4931 15.1675 20.1948 -0.32 0.01 -0.53
H -2.9286 16.2947 18.8963 0.22 -0.13 0.00
H -4.1140 16.8459 20.0646 0.03 0.02 0.16
C -2.1767 18.3765 24.2791 0.07 0.78 -0.22
C -3.2923 18.0435 25.1449 -0.21 0.23 0.22
N -4.1684 17.7755 25.8384 0.14 -0.06 -0.02
H -1.5332 17.5078 24.2033 0.16 0.08 -0.36
H -1.6170 19.2468 24.6321 0.05 -0.32 0.56
H -2.5335 18.7525 23.3188 -0.13 -0.66 -0.17
C 2.6382 21.3115 19.3895 -0.12 0.02 0.16
C 1.6629 20.9833 18.3656 0.20 -0.01 0.23
N 0.8798 20.7085 17.5783 -0.37 -0.13 -0.37
H 3.2161 22.1800 19.0856 0.12 -0.03 0.01
H 3.2649 20.4433 19.5743 0.15 0.03 -0.05
H 2.1039 21.5245 20.3132 0.06 0.06 0.03
C 1.9508 14.4323 25.3996 -0.01 0.29 0.06
C 3.3187 14.5732 24.9249 -0.05 -0.06 -0.03
N 4.3953 14.7018 24.5515 0.13 0.10 -0.01
H 1.5730 13.4367 25.1873 0.00 -0.06 0.04
H 1.3283 15.1831 24.9186 -0.06 -0.08 -0.07
H 1.9134 14.6544 26.4645 -0.01 -0.19 0.04
C -1.4927 19.8165 19.8785 0.03 0.68 -0.24
C -2.9413 19.6819 19.8557 0.53 -0.05 0.12
N -4.0822 19.6109 19.8117 -0.58 -0.18 0.04
H -1.0860 19.5270 18.9115 0.12 -0.17 0.07
H -1.0139 19.2859 20.6949 -0.07 -0.22 -0.03
H -1.2713 20.8816 19.9850 0.07 -0.07 0.04
C -1.6413 17.2042 28.3061 0.06 -0.11 0.64
C -0.6042 17.1407 27.2904 0.08 0.16 -0.28
N 0.2596 17.0777 26.5339 -0.21 -0.02 0.04
H -1.1692 17.5473 29.2295 -0.06 -0.08 0.00
H -2.0444 16.2064 28.4731 -0.01 0.00 -0.01
H -2.4690 17.8739 28.0922 0.11 0.05 -0.42
C 1.4839 16.3094 18.8659 0.57 0.15 0.26
C 1.8224 15.5702 20.0817 0.15 -0.12 0.54
N 2.1066 15.0271 21.0596 -0.23 0.19 -0.63
H 2.3523 16.3014 18.2053 -0.16 -0.27 -0.10
H 1.3589 17.3643 19.1189 -0.32 -0.12 0.09
H 0.6032 15.8745 18.4062 -0.05 0.09 -0.15
C -1.5841 13.9457 23.5002 -0.19 0.28 -0.07
C -1.8442 12.9446 22.4805 0.02 -0.15 0.14
N -2.0688 12.1543 21.6819 -0.04 -0.09 -0.21
H -1.3045 13.4952 24.4484 0.10 -0.11 -0.03
H -2.4990 14.5195 23.6516 0.06 0.08 0.05
H -0.8139 14.6208 23.1327 0.05 0.03 0.13
C 1.7288 17.2234 23.1869 -0.26 1.40 0.22
C 1.6671 18.1824 22.0853 -0.08 -0.69 -0.17
N 1.6220 18.9194 21.2094 -0.09 0.30 -0.15
H 1.1830 16.3177 22.9663 0.14 -0.14 -0.26
H 1.2343 17.7533 24.0089 0.21 -0.36 0.28
H 2.7813 17.0739 23.4129 -0.05 -0.39 0.15
C 3.9898 18.0107 26.6489 0.08 -0.33 -0.01
C 3.4077 19.3318 26.8524 0.10 0.03 0.08
N 2.9392 20.3656 27.0250 0.02 -0.09 -0.05
H 3.4321 17.2685 27.2198 -0.12 0.05 -0.11
H 5.0261 17.9457 26.9781 -0.02 0.30 0.04
H 3.9704 17.7398 25.5943 -0.11 0.00 0.02
```
Forces are in eV/Å.

Atom charges from the Löwdin analysis, given in e for atoms 1 to 5: atom 1 (C): -0.07, atom 2 (C): -0.28, atom 3 (N): 0.15, atom 4 (H): 0.08, atom 5 (H): 0.04

---

Below is C11H12AgIN4O3S2 as an isolated structure, with properties calculated with ωB97M-V with the def2-TZVPD basis set.

Spin multiplicity: 1
HOMO energy, Ha: -0.2734

Structure (XYZ):
```
34
Properties=species:S:1:pos:R:3:forces:R:3
Ag 1.9192 1.7335 -0.6583 0.26 0.04 0.02
N 3.8328 2.8927 2.3893 -0.04 0.03 -0.01
C 3.2732 3.3698 1.2685 0.18 0.10 -0.10
O 3.6071 2.9716 0.1496 -0.01 0.09 0.28
C 2.2285 4.4468 1.4349 -0.15 -0.18 0.03
I 0.3030 3.4993 1.4646 0.07 0.12 0.08
H 4.4534 2.1023 2.3158 0.01 0.00 -0.02
H 3.4941 3.1591 3.2966 0.01 0.01 0.01
H 2.2315 5.0959 0.5685 0.05 0.02 -0.03
H 2.3318 5.0152 2.3531 -0.01 -0.01 0.02
N -3.6456 -3.7038 2.0049 0.12 -0.08 0.00
C -2.5578 -3.2187 1.3153 -0.06 0.02 -0.01
C -2.4141 -3.4683 -0.0512 -0.03 -0.01 -0.01
C -1.3125 -2.9922 -0.7402 0.02 0.00 0.05
C -0.3416 -2.2611 -0.0724 0.01 0.00 0.01
C -0.4689 -2.0101 1.2898 -0.04 -0.04 -0.07
C -1.5670 -2.4833 1.9786 0.01 0.01 0.03
S 1.0467 -1.6142 -0.9453 -0.23 0.17 0.05
O 2.1833 -1.7114 -0.0695 0.04 0.06 0.01
O 1.0715 -2.2688 -2.2276 0.01 0.03 -0.08
N 0.7306 -0.0354 -1.0900 0.03 -0.07 -0.36
C -0.0081 0.5089 -2.0954 -0.26 -0.27 -0.03
S -1.2105 -0.2671 -3.0876 0.09 0.00 0.06
C -1.5635 1.2524 -3.8378 0.02 -0.13 0.04
C -0.7663 2.2080 -3.3179 0.09 0.07 0.03
N 0.1111 1.7986 -2.3415 -0.14 -0.06 -0.07
H -4.3971 -4.1497 1.5164 -0.03 0.03 -0.01
H -3.7936 -3.4494 2.9616 -0.03 0.04 0.01
H -3.1725 -4.0450 -0.5683 0.02 0.01 -0.01
H -1.1868 -3.1960 -1.7957 -0.02 0.00 0.02
H 0.3103 -1.4552 1.7969 -0.04 -0.01 0.02
H -1.6677 -2.2980 3.0421 0.02 0.01 -0.01
H -2.2963 1.3286 -4.6242 0.04 0.04 0.03
H -0.7583 3.2449 -3.6236 -0.02 -0.03 0.01
```
Forces are in eV/Å.

Atom charges from the Löwdin analysis, given in e for atoms 1 to 5: atom 1 (Ag): 0.70, atom 2 (N): 0.19, atom 3 (C): -0.69, atom 4 (O): -0.08, atom 5 (C): -0.54

---

no.,LUMO (eV),E (a.u.)
1,-2.738,-4340.74079
2,0.747,-534.66744
3,2.024,-5507.47708
4,0.139,-1460.33283
5,-0.622,-2112.17051